C5H13NO | ωB97M-V/def2-TZVPD

Geometry as XYZ:
```
20
Properties=species:S:1:pos:R:3:forces:R:3
H 2.411 0.436 -1.536 -0.007 0.091 1.065
H 0.924 -1.826 -0.107 0.266 0.136 0.417
H -0.317 -1.212 2.542 0.190 -0.869 0.188
H 0.747 0.522 -0.682 1.605 -0.632 -0.629
H -1.989 2.147 -0.608 -0.744 0.007 0.396
C -1.517 0.174 0.418 0.560 -0.275 -0.805
C -0.695 0.652 1.570 1.043 -0.541 4.503
H 1.080 0.052 -2.370 -0.645 -0.429 0.304
O -0.420 1.813 1.773 -0.121 0.196 -0.886
H 0.213 0.200 3.404 0.552 0.229 0.481
C -1.423 1.238 -0.687 1.215 -0.358 -0.705
H 1.219 -2.112 -1.779 0.407 -0.115 0.508
H -0.382 1.599 -0.756 -0.824 0.059 0.122
N -0.308 -0.236 2.687 -1.927 1.308 -3.707
C 1.449 -0.052 -1.339 0.037 0.204 -0.197
C 1.596 -1.537 -0.908 -0.260 -0.033 -1.722
H 2.636 -1.861 -0.734 -0.571 0.245 0.206
H -1.590 0.738 -1.640 -0.376 0.227 -0.140
H -2.564 0.054 0.734 0.454 -0.338 0.019
H -1.070 -0.788 0.018 -0.854 0.887 0.582
```
Forces are in eV/Å.

- LUMO energy: 0.936 eV
- SMILES string: CCC(N)=O.CC
- HOMO-LUMO gap: 10.8 eV



C22H53BN4O8 | ωB97M-V/def2-TZVPD

Geometry as XYZ:
```
88
Properties=species:S:1:pos:R:3:forces:R:3
H 0.516 -1.153 -0.901 0.012 -0.030 -0.007
H 2.858 -4.069 -1.143 -0.010 -0.013 0.006
C 1.997 1.177 5.570 0.016 -0.007 -0.047
H -0.159 1.177 5.450 -0.001 0.006 0.010
H 3.600 5.292 5.168 -0.004 0.003 -0.002
N -7.282 -7.490 -1.652 -0.028 0.318 -0.084
H 4.431 3.968 3.263 0.022 0.019 -0.004
H 1.197 0.744 -2.340 -0.015 0.004 -0.013
C -3.020 -2.338 -3.822 0.086 -0.088 -0.024
C 0.629 0.742 6.066 -0.012 0.020 -0.013
B -7.924 -4.758 -2.641 -0.129 -0.208 0.094
H 2.150 5.811 -1.143 0.011 0.016 -0.036
C 6.570 4.929 1.921 -0.015 -0.017 -0.013
O -8.605 -6.004 -2.758 0.213 -0.080 0.014
H -0.696 3.336 -1.097 -0.014 0.024 0.007
H 0.551 -0.344 6.011 -0.009 0.002 -0.014
H 6.569 4.519 2.931 0.013 0.019 0.006
C 2.284 3.982 -2.319 0.011 -0.021 -0.006
H 2.141 0.847 4.541 0.000 -0.026 0.014
H 6.448 4.106 1.216 -0.003 -0.005 0.011
H -3.097 -6.270 -3.845 0.031 -0.009 0.010
C 0.266 -1.155 -1.968 -0.026 0.026 0.017
H 5.528 6.371 0.712 0.026 0.011 0.011
C 5.479 5.968 1.725 -0.001 0.011 -0.021
O 1.161 3.272 -1.817 -0.010 -0.036 -0.016
H 2.797 4.530 2.963 0.005 -0.014 0.023
C 1.234 -0.274 -2.734 0.016 0.035 -0.036
H -3.612 -3.171 -1.932 0.019 -0.071 -0.006
H -1.987 -2.682 -3.761 0.032 0.100 -0.021
N -6.654 -8.635 -1.649 0.115 -0.185 -0.008
C 2.038 3.272 6.747 0.009 0.029 0.049
H 3.128 4.545 -0.403 0.003 0.014 0.003
H 3.748 5.456 -1.786 0.006 -0.012 0.000
H -2.697 -5.839 -1.409 -0.001 0.007 -0.001
H -7.384 -4.218 -0.799 0.051 -0.005 0.149
H 4.945 6.160 4.439 0.014 -0.041 -0.001
O -7.277 -4.272 -3.743 0.383 -0.189 0.445
C -0.549 4.864 -2.604 0.005 -0.018 -0.016
H 2.043 4.455 -3.278 -0.035 -0.001 0.012
O -4.029 -4.556 -3.425 -0.171 -0.060 0.006
H 2.893 3.459 8.707 0.012 0.010 -0.007
O 2.177 2.583 5.517 0.002 0.041 0.012
O 4.163 5.457 1.838 -0.024 -0.004 -0.001
H -6.410 -4.687 -3.869 0.055 0.168 -0.353
C 3.926 5.810 4.267 0.002 0.057 -0.033
H 1.263 -3.896 -0.394 0.001 0.010 0.003
H -2.151 -4.845 -4.257 -0.027 0.034 -0.001
C 0.038 4.058 -1.458 -0.005 -0.016 0.024
H 2.209 4.318 6.497 -0.042 0.008 0.022
H 3.289 6.683 4.114 0.001 -0.002 0.010
H 2.784 0.708 6.171 0.001 0.029 0.017
H -0.826 4.211 -3.432 0.009 0.006 -0.003
H 0.455 1.033 7.102 0.013 -0.020 0.006
O 0.172 -2.486 -2.456 -0.041 -0.047 0.003
H -1.443 5.388 -2.261 -0.009 -0.012 -0.008
H 0.280 4.717 -0.617 0.029 -0.002 -0.011
H -4.958 -2.840 -3.017 0.024 0.051 0.010
O -8.056 -4.081 -1.466 -0.203 0.183 -0.230
H 2.108 -2.803 -3.132 -0.016 0.028 0.007
H 5.630 6.809 2.412 -0.023 -0.014 0.017
H 4.047 2.942 7.467 -0.001 -0.007 0.003
H 0.970 -0.242 -3.793 0.004 -0.017 0.001
H -3.047 -1.314 -3.445 -0.027 0.002 -0.009
C -2.067 -5.381 -2.173 -0.032 0.023 0.032
C 3.827 4.864 3.084 -0.011 -0.046 0.001
N -7.406 -9.055 -3.845 0.122 -0.212 0.035
C 3.021 2.836 7.821 0.023 -0.018 -0.030
H 0.149 5.615 -2.976 -0.008 0.015 0.018
H 2.298 -2.481 -0.631 0.020 -0.002 -0.012
H 7.546 5.388 1.752 0.000 -0.006 -0.015
H 1.086 -4.209 -2.864 0.027 -0.003 0.000
H 3.024 3.207 -2.522 0.015 0.024 -0.009
C -6.741 -9.384 -2.740 -0.085 0.109 -0.010
H -1.180 -6.002 -2.305 -0.014 -0.022 0.006
C 2.854 5.004 -1.353 -0.001 -0.013 0.045
C 1.371 -3.241 -2.449 -0.003 -0.019 -0.016
C -3.931 -3.208 -2.980 -0.153 0.125 0.064
C -7.951 -7.159 -2.760 -0.005 -0.137 -0.127
H -1.732 -4.406 -1.818 0.031 -0.003 -0.027
N -8.025 -7.910 -3.865 -0.201 0.260 0.080
H 1.011 3.201 7.124 -0.006 -0.054 -0.033
C 1.979 -3.427 -1.070 -0.025 -0.002 0.011
H 2.868 1.799 8.123 -0.020 0.009 0.016
H 2.264 -0.624 -2.650 -0.001 0.007 0.026
H -0.747 -0.762 -2.059 0.012 0.020 0.011
H -6.225 -10.333 -2.735 -0.014 -0.001 0.002
H -3.334 -2.329 -4.867 -0.017 -0.020 0.007
C -2.806 -5.279 -3.494 -0.004 -0.041 -0.051
```
Forces are in eV/Å.

- LUMO energy: -0.703 eV
- SMILES string: OB(O)Oc1nncnn1.CCOCC.CCOCC.CCOCC.CCOCC.CCOCC
- HOMO-LUMO gap: 8.7 eV



C4H11S | ωB97M-V/def2-TZVPD

Geometry as XYZ:
```
16
Properties=species:S:1:pos:R:3:forces:R:3
H 1.279 -0.293 -3.429 -0.311 0.460 -0.421
H -1.183 -0.864 -1.590 0.535 0.535 0.263
H 0.810 0.795 -2.068 0.589 -0.688 0.282
H -1.415 1.281 2.569 -0.039 -0.348 -0.304
C 0.462 0.952 1.501 -0.398 -0.917 0.092
C 0.459 0.060 -2.805 -1.475 1.060 1.430
C -0.874 1.659 1.695 0.099 0.331 0.181
H 0.968 1.436 0.660 0.243 -0.065 0.164
H -0.787 2.748 1.891 0.117 -0.205 -0.422
C -0.293 -1.101 -2.177 -0.566 -1.145 -0.552
H -1.420 1.448 0.767 -0.353 0.315 0.388
S 0.181 -0.853 1.133 0.221 0.592 0.287
H 1.069 0.983 2.406 0.170 0.361 -0.076
H -0.742 -1.693 -2.992 0.332 -0.104 -0.147
H 0.314 -1.773 -1.575 0.041 0.201 0.080
H -0.364 0.695 -3.193 0.795 -0.383 -1.245
```
Forces are in eV/Å.

- LUMO energy: 4.130 eV
- Net charge: -1
- HOMO-LUMO gap: 6.3 eV



C2H4N4O | ωB97M-V/def2-TZVPD

Geometry as XYZ:
```
11
Properties=species:S:1:pos:R:3:forces:R:3
N -0.165 0.680 -0.058 2.777 -0.609 0.070
N 0.894 -1.275 0.012 -1.046 1.627 0.913
O -1.166 1.573 -0.033 -2.116 0.177 2.544
H 1.690 1.871 -0.167 -0.337 -0.407 0.212
C -0.282 -0.653 0.030 0.343 -1.112 -1.030
C 1.223 0.891 -0.056 -0.476 0.856 0.380
H -2.196 -0.767 -0.529 -0.919 0.415 -0.895
N -1.530 -1.221 0.029 1.155 -0.873 1.231
N 1.835 -0.232 0.060 -0.091 -0.576 -0.860
H -1.433 -2.215 -0.087 -0.441 -0.140 -0.092
H -1.613 1.430 0.899 1.151 0.641 -2.473
```
Forces are in eV/Å.

- LUMO energy: 0.302 eV
- SMILES string: Nc1nncn1O
- HOMO-LUMO gap: 9.3 eV